1.
ORCA calculation (the ωB97M-V functional and the def2-TZVPD basis) on a structure of composition C28H44Br39IN2OPS.

Properties
* net charge: +1
* Kohn-Sham gap: 8.28 eV
* molecular weight: 3730.87 g/mol
* LUMO: -2.530 eV

Each line ends with the Löwdin charge.
Geometry (Å):
C (1.5786, -5.9495, -1.7379)  -0.110
C (0.3567, -4.8670, -1.6017)  -0.192
C (0.8242, -3.2892, -1.7783)  -0.209
C (0.4275, -2.3456, -0.4564)  -0.124
C (-1.0684, -1.6911, -0.5561)  -0.412
P (-1.6689, -0.7152, 0.9681)  0.307
S (-1.5037, -1.7707, 2.6310)  0.081
C (-1.4180, -1.0440, -2.0149)  -0.286
N (-0.7811, 0.0796, -2.5882)  0.046
C (-0.0653, 1.0245, -2.0569)  -0.260
C (0.1052, 2.3516, -3.0859)  -0.062
C (0.8205, 1.2463, -0.7234)  -0.061
C (-1.1322, -2.3334, -3.0669)  -0.200
C (-1.8717, -2.0372, -4.4818)  -0.181
C (-3.4946, -1.8276, -4.4322)  -0.270
C (-4.3004, -2.7451, -3.3466)  -0.640
I (-4.1855, -4.9249, -3.7477)  0.673
N (0.3407, -2.6682, -3.1079)  -0.061
C (0.7816, -3.5113, -4.3117)  -0.081
C (2.4418, -3.6972, -4.3996)  -0.202
O (3.0942, -2.3985, -4.6460)  -0.154
H (1.7442, -6.1369, -2.9035)  0.086
H (1.2411, -6.9541, -1.2421)  0.097
H (2.5429, -5.4674, -1.2478)  0.097
H (-0.2149, -4.9606, -0.5574)  0.133
H (-0.4793, -5.1367, -2.4099)  0.108
H (2.0158, -3.3165, -1.7075)  0.154
H (0.3976, -3.1213, 0.4503)  0.124
H (1.3106, -1.6168, -0.2771)  0.109
H (-1.7792, -2.6612, -0.5216)  0.136
H (-1.0726, 0.5658, 1.1887)  -0.100
H (-3.1077, -0.4759, 0.7915)  0.001
H (-2.6049, -0.8823, -1.9894)  0.160
H (1.2901, 2.4477, -3.2032)  -0.021
H (-0.3031, 2.1316, -4.1591)  0.089
H (-0.2662, 3.3441, -2.5994)  0.090
H (0.8015, 0.4407, 0.1023)  0.039
H (0.4656, 2.2687, -0.2208)  0.088
H (1.9554, 1.3856, -1.0672)  0.063
H (-1.6821, -3.2851, -2.6002)  0.128
H (-1.4222, -1.0445, -4.9688)  0.134
H (-1.7078, -2.8712, -5.3220)  0.117
H (-3.7206, -0.6716, -4.2868)  0.130
H (-3.9143, -2.1121, -5.5106)  0.129
H (-5.4405, -2.4671, -3.3835)  0.017
H (-3.9252, -2.6299, -2.2278)  0.041
H (0.9398, -1.7901, -3.1924)  0.188
H (0.5501, -2.9724, -5.3535)  0.160
H (0.2468, -4.5506, -4.3794)  0.149
H (2.9039, -4.2226, -3.4694)  0.112
H (2.6174, -4.3632, -5.3603)  0.063
H (3.2440, -1.9021, -3.7684)  0.104
C (-8.4281, -1.2717, -2.2185)  -1.586
Br (-9.0825, -3.0879, -2.4574)  0.574
Br (-6.8510, -1.2142, -1.0811)  0.551
Br (-8.1253, -0.3815, -3.9214)  0.569
H (-9.2156, -0.7135, -1.7015)  -0.030
C (-1.7032, 3.2164, 3.4169)  -1.555
Br (-2.3576, 1.4001, 3.1780)  0.597
Br (-0.1261, 3.2739, 4.5543)  0.570
Br (-1.4005, 4.1065, 1.7140)  0.554
H (-2.4907, 3.7746, 3.9339)  -0.074
C (2.5957, 2.0886, 7.0489)  -1.600
Br (2.2940, 4.0049, 7.1933)  0.520
Br (4.2572, 1.5507, 7.9057)  0.579
Br (1.0777, 1.0653, 7.7068)  0.562
H (2.6972, 1.8603, 5.9828)  -0.030
C (-3.0156, 6.8448, 4.2769)  -1.588
Br (-3.2547, 7.3260, 2.4073)  0.551
Br (-2.6981, 8.4071, 5.3916)  0.581
Br (-4.4936, 5.7691, 4.9422)  0.572
H (-2.1162, 6.2228, 4.3344)  -0.044
C (-11.2043, -2.2823, 1.0935)  -1.613
Br (-11.5060, -0.3659, 1.2379)  0.554
Br (-9.5428, -2.8201, 1.9504)  0.522
Br (-12.7223, -3.3055, 1.7514)  0.573
H (-11.1028, -2.5105, 0.0274)  -0.058
C (4.5799, 2.9325, -2.4543)  -1.564
Br (3.4827, 4.5345, -2.3375)  0.589
Br (5.1053, 2.2851, -0.6967)  0.542
Br (3.7216, 1.5428, -3.5108)  0.593
H (5.4989, 3.2120, -2.9800)  -0.018
C (4.4754, 7.8322, 6.5482)  -1.605
Br (5.7506, 9.2746, 6.2701)  0.569
Br (2.6724, 8.3509, 6.0340)  0.552
Br (5.0355, 6.1909, 5.6670)  0.502
H (4.4545, 7.6267, 7.6235)  -0.043
C (8.0898, 1.4849, 2.2193)  -1.600
Br (6.1996, 1.0482, 2.3625)  0.510
Br (8.7300, 2.4507, 3.7819)  0.562
Br (9.1704, -0.0895, 1.8486)  0.567
H (8.1987, 2.1567, 1.3615)  -0.027
C (5.3890, -5.3228, -7.4462)  -1.574
Br (5.0874, -3.4065, -7.3019)  0.555
Br (7.0506, -5.8607, -6.5894)  0.574
Br (3.8710, -6.3460, -6.7883)  0.582
H (5.4905, -5.5511, -8.5123)  -0.018
C (7.4101, 3.9704, 8.4258)  -1.607
Br (8.9849, 4.6240, 7.4893)  0.551
Br (7.8745, 2.6995, 9.8234)  0.561
Br (6.3162, 5.4276, 9.1068)  0.546
H (6.8027, 3.4307, 7.6917)  -0.059
C (-3.8886, 8.4388, 9.0873)  -1.614
Br (-2.9417, 9.0917, 10.6561)  0.562
Br (-3.3806, 6.6145, 8.6423)  0.517
Br (-5.8156, 8.6286, 9.2738)  0.561
H (-3.5852, 9.0696, 8.2452)  -0.063
C (-7.4422, -6.1284, 4.4444)  -1.604
Br (-7.9028, -6.4583, 2.5834)  0.532
Br (-6.5602, -4.4103, 4.6781)  0.540
Br (-8.9839, -6.3160, 5.6158)  0.562
H (-6.7224, -6.8998, 4.7372)  -0.025
C (6.9735, -0.5216, -10.0994)  -1.593
Br (7.6546, -2.2813, -9.6266)  0.532
Br (5.7708, -0.5971, -11.6265)  0.562
Br (6.1550, 0.3708, -8.5769)  0.535
H (7.8345, 0.0843, -10.4001)  -0.022

2.
ORCA calculation (the ωB97M-V functional and the def2-TZVPD basis) on the molecule C20H21FN2O3.

Properties
* Kohn-Sham gap: 8.73 eV
* molecular weight: 356.40 g/mol
* LUMO: 0.721 eV

Each line ends with the Löwdin charge.
Geometry (Å):
C (0.0741, 3.1024, 0.4378)  0.032
C (1.0290, 2.0383, 0.9035)  -0.526
O (1.8168, 2.1495, 1.8030)  0.128
O (0.8601, 0.9081, 0.2001)  0.017
C (1.7232, -0.1907, 0.5305)  -0.168
C (1.0387, -1.4600, -0.0112)  -0.369
O (1.4730, -2.0610, -0.9721)  0.094
N (-0.0548, -1.8725, 0.6641)  -0.031
C (-0.6795, -1.2051, 1.7899)  -0.100
C (-2.1963, -1.4670, 1.7346)  -0.126
N (-2.6668, -1.4560, 0.3732)  -0.082
C (-3.1470, -0.3318, -0.2615)  -0.158
C (-3.8002, -0.4675, -1.4975)  -0.023
C (-4.3205, 0.6126, -2.1793)  -0.092
C (-4.2309, 1.8901, -1.6537)  -0.097
C (-3.6125, 2.0605, -0.4295)  -0.026
C (-3.0845, 0.9752, 0.2393)  -0.193
F (-2.4765, 1.2503, 1.4311)  0.030
C (-2.1317, -2.5550, -0.4122)  -0.122
C (-0.7887, -3.0209, 0.1756)  -0.109
C (3.0827, -0.0182, -0.0939)  -0.175
C (3.1867, 0.3853, -1.4176)  -0.020
C (4.4317, 0.5350, -2.0008)  -0.072
C (5.5774, 0.2793, -1.2672)  -0.089
C (5.4756, -0.1257, 0.0527)  -0.079
C (4.2316, -0.2741, 0.6395)  -0.022
H (-0.7375, 3.1729, 1.1598)  0.084
H (-0.3313, 2.8466, -0.5362)  0.086
H (0.5865, 4.0596, 0.4060)  0.091
H (1.8251, -0.2490, 1.6225)  0.153
H (-0.2680, -1.5827, 2.7354)  0.133
H (-0.5063, -0.1324, 1.7348)  0.106
H (-2.7264, -0.7297, 2.3332)  0.125
H (-2.4268, -2.4531, 2.1520)  0.125
H (-3.9176, -1.4536, -1.9172)  0.108
H (-4.8107, 0.4509, -3.1273)  0.103
H (-4.6375, 2.7377, -2.1811)  0.101
H (-3.5195, 3.0361, 0.0223)  0.118
H (-1.9642, -2.2144, -1.4359)  0.122
H (-2.8370, -3.3969, -0.4298)  0.127
H (-0.9352, -3.7266, 0.9986)  0.126
H (-0.1855, -3.4990, -0.5972)  0.124
H (2.2887, 0.5784, -1.9847)  0.123
H (4.5074, 0.8487, -3.0315)  0.102
H (6.5497, 0.3957, -1.7234)  0.100
H (6.3674, -0.3239, 0.6288)  0.101
H (4.1527, -0.5844, 1.6713)  0.117

3.
ORCA calculation (the ωB97M-V functional and the def2-TZVPD basis) on a cluster of 3 separate species, CH3ClNO in total.

Properties
* net charge: -1
* Kohn-Sham gap: 8.61 eV
* molecular weight: 80.49 g/mol
* LUMO: 4.103 eV

Each line ends with the Löwdin charge.
Geometry (Å):
C (0.6520, 0.1587, 0.2523)  -0.394
N (-0.0046, -0.5114, -0.7364)  -0.014
O (0.4879, -1.1477, 0.4975)  -0.100
Cl (-2.7966, 0.3045, -0.1252)  -0.497
H (0.3135, 0.9429, 0.9024)  0.065
H (2.4068, 0.6083, -0.1425)  0.087
H (-1.0590, -0.3552, -0.6480)  -0.147

4.
ORCA calculation (the ωB97M-V functional and the def2-TZVPD basis) on a structure of composition C20H15N4PdS6.

Properties
* spin multiplicity: 5
* net charge: -1
* Kohn-Sham gap (spin up / spin down): 6.12 / 5.16 eV
* molecular weight: 610.19 g/mol
* LUMO (spin up / spin down): 2.325 / 0.692 eV

Each line ends with the Löwdin charge.
Geometry (Å):
Pd (0.1368, 0.1934, 0.4276)  0.109
S (-0.2069, 2.1374, 1.8637)  0.500
C (-0.1313, 3.5063, 0.7884)  -0.714
C (-0.5973, 4.7535, 1.2439)  -0.144
C (-0.5962, 5.8694, 0.4393)  -0.109
C (-0.1234, 5.7980, -0.8732)  -0.111
C (0.3513, 4.5929, -1.3461)  -0.145
C (0.3517, 3.4649, -0.5279)  -0.580
S (0.8475, 1.8699, -3.0596)  0.106
H (-0.9787, 4.8082, 2.2554)  0.089
H (-0.9722, 6.8078, 0.8288)  0.094
H (-0.1224, 6.6721, -1.5102)  0.091
H (0.7212, 4.5002, -2.3587)  0.058
S (3.8750, 2.2101, 1.6092)  0.709
C (3.0848, 0.8900, 1.7960)  -1.393
S (2.2297, -0.3933, 1.9454)  0.723
S (1.0690, 1.9542, -1.1182)  0.330
S (-2.2315, -0.0219, -0.1105)  0.673
C (-2.1875, -1.6519, -0.5464)  -0.792
N (-3.3548, -2.3872, -0.8398)  0.042
N (-4.4745, -1.7415, -0.5686)  -0.039
C (-5.7112, -2.2959, -0.8345)  -0.240
C (-5.8294, -3.5640, -1.4052)  -0.028
C (-7.0912, -4.0805, -1.6462)  -0.099
C (-8.2358, -3.3595, -1.3323)  -0.117
C (-8.1085, -2.0965, -0.7654)  -0.106
C (-6.8584, -1.5630, -0.5154)  -0.035
N (-1.0955, -2.4031, -0.6721)  -0.030
N (0.0603, -1.7815, -0.4743)  -0.112
C (1.1658, -2.6071, -0.6798)  -0.297
C (1.1068, -4.0032, -0.5883)  -0.037
C (2.2502, -4.7559, -0.7855)  -0.106
C (3.4636, -4.1465, -1.0871)  -0.116
C (3.5210, -2.7625, -1.1939)  -0.099
C (2.3870, -1.9981, -0.9896)  -0.079
H (-4.4124, -0.7980, -0.1858)  0.058
H (-4.9330, -4.1146, -1.6457)  0.099
H (-7.1793, -5.0652, -2.0880)  0.098
H (-9.2152, -3.7751, -1.5274)  0.091
H (-8.9907, -1.5210, -0.5147)  0.097
H (-6.7588, -0.5796, -0.0728)  0.109
H (0.1586, -4.4686, -0.3617)  0.096
H (2.1943, -5.8348, -0.7027)  0.093
H (4.3527, -4.7442, -1.2416)  0.089
H (4.4544, -2.2737, -1.4438)  0.099
H (2.4187, -0.9191, -1.0859)  0.077

5.
ORCA calculation (the ωB97M-V functional and the def2-TZVPD basis) on a structure of composition C23H37AsCoNO4S.

Properties
* spin multiplicity: 2
* net charge: +1
* Kohn-Sham gap (spin up / spin down): 8.19 / 8.34 eV
* molecular weight: 557.47 g/mol
* LUMO (spin up / spin down): -2.183 / -2.190 eV

Each line ends with the Löwdin charge.
Geometry (Å):
Co (-0.2486, -0.0795, -0.2736)  0.428
C (0.6666, 1.9872, 1.8291)  -0.144
C (1.6216, 0.9808, 2.4375)  -0.149
O (1.7329, -0.1039, 1.5273)  -0.214
C (1.6277, -1.4083, 2.0723)  -0.158
C (0.2115, -1.7616, 2.4963)  -0.153
O (-0.6933, -1.6329, 1.4005)  -0.178
C (-2.0481, -1.7130, 1.7987)  -0.153
C (-2.8735, -1.2621, 0.6136)  -0.136
O (-2.3928, -0.0286, 0.1036)  -0.190
C (-2.7780, 1.1277, 0.8375)  -0.112
C (-1.5847, 2.0499, 1.0333)  -0.156
O (-0.4968, 1.2566, 1.4801)  -0.179
H (1.1132, 2.4464, 0.9390)  0.118
H (0.4318, 2.7671, 2.5595)  0.143
H (1.2412, 0.6459, 3.4047)  0.131
H (2.6031, 1.4379, 2.5845)  0.138
H (2.3033, -1.5320, 2.9226)  0.142
H (1.9393, -2.0753, 1.2655)  0.125
H (-0.1200, -1.1136, 3.3152)  0.128
H (0.2061, -2.7928, 2.8650)  0.143
H (-2.2121, -1.0531, 2.6583)  0.132
H (-2.3219, -2.7339, 2.0843)  0.147
H (-3.9284, -1.2103, 0.8968)  0.147
H (-2.7621, -1.9736, -0.2036)  0.120
H (-3.1858, 0.8414, 1.8098)  0.134
H (-3.5479, 1.6624, 0.2768)  0.148
H (-1.8383, 2.8015, 1.7876)  0.145
H (-1.3297, 2.5527, 0.0974)  0.085
S (-2.1742, 1.4758, -3.9019)  1.054
C (-1.5332, 2.8712, -3.1530)  -0.397
C (-0.8376, 2.5828, -2.0146)  -0.220
C (-0.8107, 1.1971, -1.7038)  -0.255
C (-1.4994, 0.4748, -2.6496)  -0.513
C (-1.5999, -0.9648, -2.6260)  -0.302
C (-2.3612, -1.7304, -3.5150)  -0.010
C (-2.3080, -3.1066, -3.4346)  -0.039
C (-1.4971, -3.7031, -2.4718)  -0.047
C (-0.8064, -2.8823, -1.6034)  -0.125
N (-0.8597, -1.5526, -1.6662)  0.031
H (-1.6993, 3.8387, -3.6016)  0.071
H (-0.3570, 3.3575, -1.4296)  0.101
H (-2.9807, -1.2330, -4.2492)  0.107
H (-2.8882, -3.7163, -4.1145)  0.117
H (-1.4029, -4.7774, -2.4055)  0.110
H (-0.1843, -3.3011, -0.8198)  0.119
C (1.6167, -1.2286, -4.2023)  -0.142
C (1.9923, 0.1023, -3.5549)  -0.390
As (2.0219, 0.0624, -1.5881)  1.289
C (2.8554, 1.8115, -1.1897)  -0.397
C (3.8389, 2.3939, -2.2007)  -0.150
C (3.4849, -1.2343, -1.2473)  -0.405
C (4.7002, -1.2040, -2.1683)  -0.151
H (1.7353, -1.1663, -5.2844)  0.080
H (0.5818, -1.4981, -3.9975)  0.046
H (2.2534, -2.0404, -3.8439)  0.063
H (1.2884, 0.8846, -3.8461)  0.068
H (2.9850, 0.4073, -3.8857)  0.057
H (3.3289, 1.7028, -0.2108)  0.063
H (2.0150, 2.4991, -1.0648)  0.037
H (4.7096, 1.7549, -2.3368)  0.054
H (4.1947, 3.3657, -1.8552)  0.075
H (3.3677, 2.5443, -3.1711)  0.066
H (3.0107, -2.2186, -1.2893)  0.056
H (3.7901, -1.0700, -0.2110)  0.056
H (4.4183, -1.3179, -3.2148)  0.059
H (5.3752, -2.0239, -1.9181)  0.076
H (5.2594, -0.2761, -2.0629)  0.056

6.
ORCA calculation (the ωB97M-V functional and the def2-TZVPD basis) on a cluster of 2 separate species, C6H10O in total.

Properties
* Kohn-Sham gap: 11.44 eV
* molecular weight: 98.14 g/mol
* LUMO: 1.180 eV

Each line ends with the Löwdin charge.
Geometry (Å):
O (1.7642, -1.3952, 2.0827)  0.043
C (2.7703, -1.0882, 1.6469)  0.005
C (1.7223, -0.1324, -0.4100)  -0.139
C (0.4558, 0.4776, 0.2346)  -0.222
C (-0.7115, 0.5975, -0.7416)  -0.317
C (-1.6358, -0.5676, -0.9724)  -0.132
C (-2.1315, 0.6457, -0.2349)  -0.130
H (2.6756, -0.2673, 0.2132)  -0.009
H (2.1258, 0.5184, -1.1784)  0.075
H (1.4577, -1.1038, -0.8567)  0.093
H (0.6776, 1.4734, 0.6385)  0.114
H (0.1050, -0.1276, 1.0832)  0.094
H (-0.5128, 1.2159, -1.6165)  0.133
H (-2.0097, -0.7496, -1.9768)  0.096
H (-1.4605, -1.4708, -0.3918)  0.101
H (-2.8465, 1.2958, -0.7363)  0.096
H (-2.2952, 0.5558, 0.8372)  0.099

- What is the formula in the third record?
  CH3ClNO

- Which value of molecular weight does entry 2 give?
  356.40 g/mol